[1]
{
  "formula": "C5H7N",
  "method": "ωB97M-V with the def2-TZVPD basis set",
  "elements": ["C", "C", "C", "N", "C", "C", "H", "H", "H", "H", "H", "H", "H"],
  "xyz": [[-1.073, 0.895, 0.247], [-0.961, -0.541, -0.142], [-0.244, 0.542, -0.948], [1.081, -0.102, -0.764], [1.449, -0.174, 0.643], [0.454, -1.130, 0.083], [-0.747, 1.316, 1.194], [-2.007, 1.318, -0.121], [-1.838, -1.168, -0.290], [-0.355, 1.069, -1.890], [1.111, 0.574, 1.353], [2.508, -0.410, 0.735], [0.621, -2.191, -0.099]],
  "nbo_charge": [-0.44, -0.25, -0.06, -0.38, -0.27, -0.09, 0.21, 0.23, 0.23, 0.22, 0.20, 0.22, 0.21],
  "e_lumo_ev": 1.205,
  "total_charge": 0,
  "energy_ev": -6784.691,
  "homo_energy_ev": -8.9014,
  "homo_lumo_gap_ev": 10.11,
  "de_lowest_kcal_mol": 88.1,
  "largest_force_ev_per_a": 0.6
}

[2]
{
  "formula": "C24H23N8O2S2Ti",
  "method": "ωB97M-V with the def2-TZVPD basis set",
  "elements": ["Ti", "C", "C", "N", "C", "C", "N", "C", "C", "C", "C", "C", "N", "C", "C", "N", "C", "C", "N", "C", "C", "C", "N", "C", "C", "H", "H", "H", "H", "H", "H", "H", "H", "H", "H", "H", "H", "N", "N", "C", "O", "O", "H", "H", "H", "C", "C", "S", "C", "C", "S", "H", "H", "H", "H", "H", "H", "C", "H", "H"],
  "xyz": [[1.101, 1.461, 0.030], [-1.708, 2.435, 3.493], [-0.792, 2.612, 2.480], [-0.619, 1.687, 1.530], [-1.380, 0.588, 1.591], [-2.273, 0.414, 2.660], [-2.442, 1.319, 3.601], [-1.236, -0.327, 0.464], [-1.965, -1.459, 0.298], [-1.915, -2.151, -0.955], [-1.296, -1.494, -1.997], [-0.604, -0.287, -1.802], [-0.350, 0.131, -0.491], [-0.160, 0.508, -2.877], [0.113, -0.029, -4.174], [0.726, 0.578, -5.139], [1.171, 1.855, -4.853], [0.902, 2.461, -3.681], [0.157, 1.854, -2.706], [-2.621, -3.420, -1.137], [-3.086, -3.868, -2.379], [-3.743, -5.081, -2.472], [-3.984, -5.891, -1.440], [-3.543, -5.466, -0.257], [-2.874, -4.272, -0.056], [-1.844, 3.199, 4.248], [-0.163, 3.490, 2.414], [-2.862, -0.491, 2.730], [-2.650, -1.783, 1.068], [-1.392, -1.879, -3.002], [-0.183, -1.056, -4.360], [1.755, 2.359, -5.609], [1.242, 3.461, -3.451], [-2.961, -3.270, -3.271], [-4.105, -5.418, -3.439], [-3.731, -6.123, 0.586], [-2.525, -4.019, 0.936], [2.512, -1.000, -1.222], [3.660, -0.281, -1.555], [3.680, 1.096, -1.378], [4.718, 1.715, -1.434], [2.481, 1.628, -1.242], [2.613, -1.495, -0.344], [2.248, -1.620, -1.975], [4.563, -0.710, -1.421], [2.072, 0.197, 4.494], [2.048, 0.893, 3.153], [1.815, -0.144, 1.751], [2.207, 2.222, 3.041], [2.427, 3.114, 4.235], [2.243, 3.025, 1.471], [1.636, -0.797, 4.415], [1.509, 0.752, 5.247], [3.096, 0.082, 4.864], [2.970, 2.606, 5.033], [1.476, 3.465, 4.654], [2.997, 3.998, 3.946], [-0.125, 2.548, -1.471], [0.183, 3.587, -1.600], [-1.191, 2.492, -1.244]],
  "nbo_charge": [1.46, -0.05, 0.03, -0.45, 0.18, 0.02, -0.38, 0.14, -0.24, -0.07, -0.18, 0.14, -0.69, 0.04, 0.07, -0.44, -0.11, 0.02, -0.33, 0.01, -0.27, 0.03, -0.45, 0.04, -0.28, 0.19, 0.23, 0.19, 0.21, 0.20, 0.18, 0.20, 0.21, 0.21, 0.18, 0.18, 0.22, -0.63, -0.50, 0.90, -0.65, -0.78, 0.37, 0.36, 0.37, -0.64, -0.18, -0.27, -0.18, -0.64, -0.21, 0.22, 0.21, 0.21, 0.21, 0.20, 0.22, -0.60, 0.20, 0.19],
  "e_lumo_ev": [1.982, 2.061],
  "total_charge": -1,
  "energy_ev": -86066.252,
  "homo_energy_ev": [-3.1027, -2.9914],
  "homo_lumo_gap_ev": [5.09, 5.05],
  "de_lowest_kcal_mol": 15.5,
  "largest_force_ev_per_a": 0.5
}

[3]
{
  "formula": "C45H47ClFO16P2",
  "method": "ωB97M-V with the def2-TZVPD basis set",
  "elements": ["C", "C", "O", "P", "O", "C", "C", "P", "O", "F", "C", "C", "C", "Cl", "O", "C", "C", "H", "H", "H", "H", "H", "H", "H", "H", "H", "H", "H", "H", "H", "H", "H", "H", "H", "H", "H", "H", "H", "H", "H", "C", "C", "C", "O", "C", "C", "C", "O", "H", "H", "H", "H", "C", "C", "C", "O", "C", "C", "C", "O", "H", "H", "H", "H", "C", "C", "C", "O", "C", "C", "C", "O", "H", "H", "H", "H", "C", "C", "C", "O", "C", "C", "C", "O", "H", "H", "H", "H", "C", "C", "C", "O", "C", "C", "C", "O", "H", "H", "H", "H", "C", "C", "C", "O", "C", "C", "C", "O", "H", "H", "H", "H"],
  "xyz": [[-4.794, 1.177, -0.971], [-3.588, 1.668, -2.013], [-2.959, 0.454, -2.564], [-1.196, 0.553, -2.452], [-0.568, -0.766, -3.125], [-0.695, 0.466, -0.593], [0.900, 0.784, -0.333], [1.164, 2.393, 0.686], [2.363, 1.481, 1.627], [0.100, 3.202, -0.465], [1.571, 3.999, 1.634], [0.458, 4.455, 2.747], [0.795, 6.057, 3.094], [-1.301, 4.422, 2.164], [-0.520, 1.909, -3.311], [-1.333, 2.209, -4.506], [-0.479, 2.739, -5.803], [-5.624, 2.031, -0.956], [-4.351, 0.971, 0.114], [-5.314, 0.204, -1.409], [-2.813, 2.362, -1.439], [-4.138, 2.301, -2.860], [-0.931, -0.630, -0.195], [-1.391, 1.182, 0.060], [1.435, -0.163, 0.157], [1.410, 0.887, -1.407], [0.086, 2.018, 1.564], [2.271, 2.719, -0.219], [3.128, 1.320, 0.969], [2.577, 3.785, 2.241], [1.852, 4.908, 0.912], [0.605, 3.844, 3.755], [0.797, 6.614, 2.038], [1.867, 6.210, 3.538], [-0.054, 6.568, 3.719], [-2.083, 3.079, -4.183], [-1.993, 1.282, -4.847], [0.100, 1.869, -6.367], [-1.237, 3.174, -6.617], [0.294, 3.607, -5.552], [-1.735, 10.597, 5.828], [-0.949, 9.553, 5.545], [-1.147, 8.245, 6.201], [-0.428, 7.290, 5.944], [-2.247, 8.135, 7.180], [-3.032, 9.179, 7.463], [-2.834, 10.487, 6.807], [-3.554, 11.442, 7.064], [-1.603, 11.563, 5.357], [-0.139, 9.618, 4.829], [-2.379, 7.169, 7.651], [-3.843, 9.115, 8.179], [5.770, 1.378, -2.549], [6.556, 0.334, -2.832], [6.358, -0.974, -2.177], [7.077, -1.929, -2.434], [5.258, -1.084, -1.198], [4.473, -0.040, -0.915], [4.671, 1.268, -1.570], [3.951, 2.223, -1.313], [5.902, 2.344, -3.021], [7.366, 0.398, -3.549], [5.126, -2.050, -0.726], [3.662, -0.104, -0.198], [0.988, -2.025, 2.785], [0.249, -2.561, 3.761], [0.058, -4.022, 3.862], [-0.620, -4.513, 4.754], [0.716, -4.865, 2.845], [1.455, -4.329, 1.869], [1.646, -2.869, 1.767], [2.323, -2.377, 0.876], [1.138, -0.956, 2.695], [-0.240, -1.956, 4.515], [0.566, -5.934, 2.934], [1.943, -4.934, 1.115], [6.610, -5.146, -2.550], [5.871, -5.683, -1.574], [5.680, -7.143, -1.473], [5.002, -7.635, -0.581], [6.337, -7.987, -2.490], [7.076, -7.450, -3.466], [7.268, -5.990, -3.567], [7.945, -5.498, -4.459], [6.759, -4.077, -2.639], [5.382, -5.077, -0.820], [6.188, -9.056, -2.401], [7.565, -8.056, -4.220], [-1.650, -3.968, -3.315], [-2.030, -4.137, -4.585], [-2.076, -5.479, -5.198], [-2.421, -5.635, -6.361], [-1.689, -6.626, -4.353], [-1.310, -6.457, -3.082], [-1.263, -5.115, -2.469], [-0.918, -4.959, -1.306], [-1.610, -2.990, -2.850], [-2.317, -3.306, -5.218], [-1.729, -7.604, -4.817], [-1.022, -7.288, -2.449], [-5.897, -2.547, 1.005], [-6.837, -3.458, 0.735], [-8.223, -3.294, 1.217], [-9.084, -4.128, 0.972], [-8.530, -2.085, 2.006], [-7.589, -1.174, 2.276], [-6.204, -1.338, 1.795], [-5.343, -0.504, 2.039], [-4.875, -2.652, 0.660], [-6.628, -4.350, 0.157], [-9.551, -1.980, 2.351], [-7.798, -0.282, 2.855]],
  "lowdin_charge": [-0.10, -0.30, -0.32, 0.79, -0.41, -0.27, -0.32, 0.47, -0.42, -0.40, -0.34, -0.71, -0.19, 0.46, -0.28, -0.30, -0.12, 0.08, 0.08, 0.08, 0.13, 0.12, 0.10, 0.08, 0.06, 0.09, 0.01, 0.01, 0.02, 0.10, 0.10, 0.12, 0.08, 0.08, 0.04, 0.12, 0.13, 0.08, 0.08, 0.09, 0.02, 0.03, -0.37, 0.10, 0.03, 0.02, -0.39, 0.09, 0.12, 0.13, 0.12, 0.12, 0.03, 0.02, -0.38, 0.07, 0.03, 0.04, -0.36, 0.09, 0.12, 0.12, 0.12, 0.09, 0.04, 0.02, -0.39, 0.08, 0.02, 0.03, -0.37, 0.09, 0.12, 0.12, 0.12, 0.12, 0.03, 0.03, -0.39, 0.09, 0.02, 0.02, -0.38, 0.10, 0.09, 0.12, 0.12, 0.12, 0.03, 0.03, -0.39, 0.08, 0.01, 0.02, -0.38, 0.09, 0.10, 0.12, 0.12, 0.12, 0.03, 0.02, -0.39, 0.09, 0.02, 0.02, -0.38, 0.10, 0.13, 0.12, 0.12, 0.12],
  "e_lumo_ev": -0.257,
  "total_charge": -1,
  "energy_ev": -113995.637,
  "homo_energy_ev": -4.3252,
  "homo_lumo_gap_ev": 4.07,
  "largest_force_ev_per_a": 5.5
}

[4]
{
  "formula": "C61H45Cl2EuO2P3Si",
  "method": "ωB97M-V with the def2-TZVPD basis set",
  "elements": ["Eu", "C", "C", "C", "C", "C", "C", "P", "C", "C", "C", "C", "C", "C", "C", "C", "C", "C", "C", "C", "Si", "C", "C", "C", "C", "C", "C", "P", "C", "C", "C", "C", "C", "C", "C", "C", "C", "C", "C", "C", "C", "C", "C", "C", "C", "C", "P", "C", "C", "C", "C", "C", "C", "C", "C", "C", "C", "C", "C", "H", "H", "H", "H", "H", "H", "H", "H", "H", "H", "H", "H", "H", "H", "H", "H", "H", "H", "H", "H", "H", "H", "H", "H", "H", "H", "H", "H", "H", "H", "H", "H", "H", "H", "H", "H", "H", "H", "H", "H", "H", "H", "Cl", "C", "C", "C", "Cl", "C", "O", "C", "C", "O", "C", "H", "H", "H"],
  "xyz": [[-1.203, 1.291, 0.192], [-5.847, -2.234, -2.793], [-4.999, -3.274, -3.078], [-3.639, -3.221, -2.786], [-3.103, -2.051, -2.229], [-3.927, -0.921, -2.119], [-5.293, -1.054, -2.260], [-1.375, -1.922, -1.696], [-0.900, -3.689, -1.609], [0.212, -4.222, -2.256], [0.454, -5.615, -2.241], [-0.448, -6.444, -1.576], [-1.547, -5.905, -0.953], [-1.770, -4.542, -0.891], [-0.558, -1.400, -3.270], [-0.926, -1.906, -4.533], [-0.346, -1.377, -5.679], [0.565, -0.340, -5.558], [0.931, 0.213, -4.307], [0.484, -0.458, -3.169], [1.354, -0.101, -1.469], [2.846, 0.951, -2.060], [3.910, 0.585, -2.884], [4.714, 1.548, -3.480], [4.487, 2.880, -3.093], [3.647, 3.266, -2.089], [2.838, 2.275, -1.579], [1.681, 2.447, -0.187], [2.666, 3.444, 0.934], [2.417, 4.755, 1.292], [3.265, 5.385, 2.251], [4.266, 4.693, 2.881], [4.520, 3.359, 2.528], [3.719, 2.796, 1.558], [0.364, 3.565, -0.652], [0.179, 3.861, -2.020], [-0.854, 4.676, -2.396], [-1.614, 5.337, -1.444], [-1.476, 5.078, -0.081], [-0.422, 4.213, 0.341], [2.129, -1.754, -0.983], [2.955, -2.550, -1.801], [3.897, -3.358, -1.189], [3.874, -3.544, 0.178], [2.967, -2.896, 1.002], [2.025, -2.057, 0.398], [0.803, -1.078, 1.291], [-0.366, -2.144, 2.187], [-1.699, -2.172, 1.841], [-2.560, -2.952, 2.619], [-2.156, -3.688, 3.704], [-0.793, -3.657, 4.036], [0.087, -2.891, 3.302], [1.800, -0.465, 2.667], [3.189, -0.278, 2.676], [3.848, -0.032, 3.879], [3.144, -0.027, 5.044], [1.755, -0.175, 5.071], [1.109, -0.236, 3.882], [-6.945, -2.313, -2.963], [-5.461, -4.196, -3.394], [-2.956, -4.034, -3.025], [-3.478, 0.056, -1.822], [-5.935, -0.187, -2.010], [0.846, -3.579, -2.870], [1.356, -5.977, -2.672], [-0.327, -7.541, -1.587], [-2.275, -6.558, -0.463], [-2.671, -4.174, -0.438], [-1.676, -2.702, -4.593], [-0.660, -1.789, -6.635], [1.053, 0.067, -6.441], [1.568, 1.080, -4.266], [4.068, -0.488, -3.058], [5.503, 1.311, -4.192], [5.066, 3.656, -3.638], [3.584, 4.235, -1.641], [1.679, 5.417, 0.825], [3.117, 6.471, 2.468], [4.872, 5.190, 3.648], [5.281, 2.798, 3.085], [3.947, 1.788, 1.243], [0.856, 3.357, -2.723], [-1.002, 4.893, -3.455], [-2.307, 6.091, -1.816], [-2.118, 5.610, 0.614], [-0.216, 4.039, 1.410], [2.743, -2.588, -2.864], [4.708, -3.792, -1.726], [4.641, -4.213, 0.644], [2.951, -3.069, 2.073], [-2.123, -1.674, 0.919], [-3.617, -2.961, 2.400], [-2.865, -4.310, 4.191], [-0.452, -4.279, 4.889], [1.130, -2.811, 3.623], [3.781, -0.373, 1.782], [4.912, 0.146, 3.858], [3.647, 0.193, 5.942], [1.236, -0.297, 6.025], [0.008, -0.187, 3.825], [-6.876, 3.826, 4.722], [-5.527, 3.201, 3.920], [-4.284, 3.289, 4.606], [-3.113, 3.030, 3.962], [-1.582, 3.342, 4.664], [-3.105, 2.410, 2.657], [-1.965, 2.035, 2.196], [-4.409, 2.301, 1.930], [-4.472, 1.944, 0.541], [-3.504, 1.496, -0.138], [-5.615, 2.680, 2.620], [-4.332, 3.595, 5.648], [-5.412, 2.086, 0.041], [-6.551, 2.472, 2.111]],
  "mulliken_spin": [4.43, 0.00, 0.00, 0.00, 0.00, -0.03, 0.00, 0.10, 0.00, 0.00, 0.00, 0.00, 0.00, 0.00, -0.06, -0.02, 0.03, -0.01, 0.03, 0.02, 0.27, 0.09, -0.03, 0.01, 0.00, 0.00, -0.10, 0.29, 0.09, 0.01, 0.00, 0.01, 0.00, 0.02, 0.07, 0.06, -0.02, 0.00, 0.01, 0.04, 0.00, 0.00, 0.00, 0.00, 0.00, -0.06, 0.04, -0.04, 0.01, 0.01, 0.00, 0.00, 0.01, 0.00, 0.01, 0.00, 0.01, 0.00, 0.03, 0.00, 0.00, 0.00, 0.02, 0.00, 0.00, 0.00, 0.00, 0.00, 0.00, 0.00, 0.00, 0.00, 0.01, 0.00, 0.00, 0.00, 0.00, 0.00, 0.00, 0.00, 0.00, 0.00, -0.02, 0.01, 0.00, 0.00, 0.02, 0.00, 0.00, 0.00, 0.00, 0.07, 0.00, 0.00, 0.00, 0.00, 0.00, 0.00, 0.00, 0.00, 0.00, -0.01, -0.06, 0.11, -0.05, 0.00, 0.12, 0.02, -0.05, 0.28, 0.05, 0.08, 0.01, 0.03, 0.00],
  "e_lumo_ev": [-2.820, -4.260],
  "total_charge": 1,
  "energy_ev": -148190.597,
  "homo_energy_ev": [-7.2564, -9.6177],
  "homo_lumo_gap_ev": [4.44, 5.36],
  "largest_force_ev_per_a": 2.9,
  "multiplicity": 7
}

[5]
{
  "formula": "CH3BrO",
  "method": "ωB97M-V with the def2-TZVPD basis set",
  "elements": ["C", "O", "Br", "H", "H", "H"],
  "xyz": [[-0.954, -1.037, -0.801], [0.062, -1.743, -1.016], [-1.878, -1.421, 0.837], [0.317, 1.401, -0.068], [-0.271, 1.093, 0.337], [0.367, -2.431, -0.385]],
  "nbo_charge": [0.23, -0.64, -0.07, 0.01, -0.01, 0.49],
  "e_lumo_ev": 0.415,
  "total_charge": 0,
  "energy_ev": -73172.201,
  "homo_energy_ev": -9.2466,
  "homo_lumo_gap_ev": 9.66,
  "de_lowest_kcal_mol": 67.2,
  "largest_force_ev_per_a": 1.7
}

[6]
{
  "formula": "C5H15N2",
  "method": "ωB97M-V with the def2-TZVPD basis set",
  "elements": ["C", "C", "C", "C", "C", "N", "N", "H", "H", "H", "H", "H", "H", "H", "H", "H", "H", "H", "H", "H", "H", "H"],
  "xyz": [[1.097, -1.922, 0.750], [0.911, -0.625, 0.082], [0.634, 0.445, 1.062], [-0.959, 1.033, 1.052], [-0.883, 1.692, -0.351], [-0.418, 3.160, -0.351], [-0.416, -2.560, -1.818], [1.088, -2.809, 0.136], [2.135, -1.914, 1.181], [0.448, -2.187, 1.621], [1.837, -0.316, -0.511], [0.751, 0.123, 2.197], [1.389, 1.331, 1.015], [-1.597, 0.099, 0.967], [-1.286, 1.699, 1.920], [-1.923, 1.577, -0.902], [-0.264, 1.043, -0.860], [-0.158, 3.441, -1.284], [-1.099, 3.774, 0.145], [-1.400, -2.317, -2.168], [0.126, -2.948, -2.634], [-0.013, -1.819, -1.247]],
  "nbo_charge": [-0.75, 0.24, -0.57, -0.32, -0.22, -0.86, -1.03, 0.29, 0.34, 0.26, 0.26, 0.31, 0.29, 0.22, 0.27, 0.20, 0.16, 0.39, 0.39, 0.40, 0.40, 0.33],
  "e_lumo_ev": -7.650,
  "total_charge": 1,
  "energy_ev": -8396.510,
  "homo_energy_ev": -12.8447,
  "homo_lumo_gap_ev": 5.20,
  "de_lowest_kcal_mol": 142.2,
  "largest_force_ev_per_a": 7.0
}